[1]
{"formula": "C22H32N4OS", "method": "the ωB97M-V functional and the def2-TZVPD basis", "total_energy_ha": -1549.9828, "smiles": "CSC[C@@H](C)N1CCC(n2nccc2NC(=O)CCCc2ccccc2)CC1", "homo_lumo_gap_ev": 8.88, "species": ["C", "H", "H", "H", "S", "C", "H", "H", "C", "N", "C", "C", "H", "H", "C", "N", "C", "C", "C", "N", "H", "H", "N", "C", "O", "C", "H", "H", "C", "H", "H", "C", "C", "C", "C", "C", "C", "C", "H", "H", "H", "H", "H", "H", "H", "H", "C", "C", "H", "H", "H", "H", "H", "H", "H", "C", "H", "H", "H", "H"], "coordinates": [[3.40613, -1.41331, 1.31237], [2.99153, -1.93810, 2.16625], [4.43068, -1.73157, 1.13879], [3.35722, -0.34251, 1.48472], [2.38757, -1.85513, -0.11957], [3.30001, -0.98532, -1.43117], [4.36376, -1.14681, -1.25602], [3.02523, -1.48574, -2.35792], [3.00218, 0.51406, -1.49681], [1.57052, 0.76655, -1.54276], [0.89004, 0.33759, -2.75032], [-0.61653, 0.31446, -2.50344], [-1.13577, -0.00984, -3.40638], [-0.82963, -0.40355, -1.71129], [-1.08212, 1.71934, -2.11553], [-2.51241, 1.81059, -1.94738], [-3.36364, 1.22161, -1.06594], [-4.64025, 1.63066, -1.40027], [-4.45798, 2.46765, -2.50586], [-3.18538, 2.56741, -2.82561], [-5.20051, 2.99435, -3.07115], [-5.54893, 1.35668, -0.91040], [-2.93320, 0.39949, -0.03488], [-3.75170, -0.19940, 0.88291], [-4.95689, -0.11086, 0.86223], [-3.00079, -0.98763, 1.94166], [-2.26537, -0.34413, 2.42965], [-3.74313, -1.27402, 2.68733], [-2.31251, -2.24923, 1.39118], [-2.82638, -2.58130, 0.48647], [-2.41206, -3.04461, 2.13142], [-0.81734, -2.06982, 1.09103], [-0.05442, -1.63977, 2.31046], [0.18456, -2.54143, 3.34093], [0.85847, -2.14926, 4.48290], [1.30263, -0.84382, 4.61504], [1.07568, 0.06145, 3.59371], [0.40304, -0.33634, 2.45110], [0.25436, 0.37397, 1.64990], [1.42342, 1.08053, 3.68678], [1.82686, -0.53596, 5.50765], [1.03933, -2.86318, 5.27331], [-0.15476, -3.56242, 3.24150], [-0.65655, -1.34744, 0.29019], [-0.42007, -3.02410, 0.73889], [-1.94049, 0.24491, 0.04875], [-0.28643, 2.21510, -0.90650], [1.20700, 2.13257, -1.21935], [1.43327, 2.82849, -2.04673], [1.77869, 2.45026, -0.34339], [-0.49080, 1.60533, -0.02647], [-0.56111, 3.24573, -0.67622], [-0.87936, 2.39236, -2.95811], [1.10191, 1.00816, -3.60139], [1.22024, -0.66782, -3.00913], [3.81030, 1.13147, -2.64924], [4.87341, 0.98676, -2.47567], [3.61821, 2.19926, -2.71870], [3.54933, 0.66455, -3.59570], [3.35092, 0.96307, -0.55783]], "atomic_forces_ev_per_a": [[-0.17, -0.01, -0.49], [-0.03, -0.01, 0.14], [0.10, -0.01, 0.09], [0.06, 0.08, 0.15], [0.26, -0.13, -0.06], [-0.34, -0.07, 0.58], [0.05, 0.01, -0.15], [0.09, 0.00, -0.09], [0.27, -0.08, -0.12], [-0.01, 0.21, -0.02], [-0.16, -0.16, 0.16], [0.11, 0.24, -0.24], [-0.07, 0.01, 0.00], [-0.02, -0.07, 0.04], [0.48, -0.19, 0.08], [-0.33, -0.15, 0.30], [-0.49, 0.24, -0.23], [0.04, -0.17, 0.19], [0.31, -0.16, 0.16], [0.00, 0.52, -0.68], [-0.13, 0.13, -0.14], [-0.11, -0.08, 0.12], [0.55, 0.08, -0.27], [0.20, -0.26, 0.54], [-0.19, 0.06, -0.09], [-0.25, -0.15, 0.00], [-0.04, 0.03, 0.05], [0.03, 0.13, -0.08], [0.09, 0.09, -0.01], [-0.02, -0.09, 0.03], [-0.03, -0.03, -0.04], [-0.21, -0.14, 0.09], [0.07, 0.01, -0.10], [0.00, 0.01, -0.07], [0.04, -0.05, 0.11], [0.07, 0.03, 0.09], [0.01, 0.10, 0.05], [0.02, 0.00, 0.02], [-0.02, 0.04, -0.14], [0.03, 0.08, 0.00], [0.04, 0.02, 0.07], [0.01, -0.06, 0.06], [-0.05, -0.14, -0.01], [0.08, 0.00, -0.07], [0.02, 0.05, -0.11], [-0.16, -0.01, 0.09], [0.08, 0.17, -0.28], [-0.15, -0.05, 0.19], [0.03, 0.04, 0.05], [0.02, 0.02, -0.07], [0.01, 0.01, 0.08], [-0.07, 0.00, 0.02], [-0.05, -0.12, 0.16], [0.03, -0.08, -0.03], [0.02, 0.02, -0.10], [-0.24, -0.02, 0.32], [0.13, 0.00, -0.03], [0.03, 0.13, -0.09], [0.00, -0.03, -0.15], [-0.03, -0.05, -0.08]]}

---

[2]
{"formula": "C22H32NO5P", "method": "the ωB97M-V functional and the def2-TZVPD basis", "total_energy_ha": -1629.8458, "smiles": "COc1ccc([C@H](O)[P@](=O)(OCCC(C)C)c2ccc(N(C)C)cc2)cc1OC", "homo_lumo_gap_ev": 8.30, "species": ["C", "C", "C", "C", "C", "C", "C", "H", "H", "O", "H", "H", "H", "O", "C", "H", "H", "H", "O", "C", "H", "H", "H", "P", "O", "O", "C", "C", "C", "C", "H", "H", "H", "C", "H", "H", "H", "H", "H", "H", "H", "H", "C", "C", "C", "C", "N", "C", "H", "H", "H", "C", "H", "H", "H", "C", "C", "H", "H", "H", "H"], "coordinates": [[3.17441, 0.01330, 1.36133], [2.78516, -0.22531, 0.05520], [2.32296, -1.47747, -0.31387], [1.79196, -1.75167, -1.69296], [2.26593, -2.47216, 0.64878], [2.65219, -2.25330, 1.96714], [3.11060, -0.97339, 2.33543], [3.52749, 0.99945, 1.61642], [2.85932, 0.57324, -0.66738], [2.27771, -0.91099, -2.69864], [2.01908, -2.77999, -1.99468], [1.84830, -0.05174, -2.60895], [1.90338, -3.45566, 0.39608], [2.52798, -3.34991, 2.76416], [2.95043, -3.34331, 4.10818], [4.01422, -3.11227, 4.19779], [2.76896, -4.35737, 4.46492], [2.37620, -2.63782, 4.71220], [3.47307, -0.75463, 3.64622], [3.96045, 0.51082, 4.00799], [3.20983, 1.29386, 3.85528], [4.19167, 0.43879, 5.07023], [4.87156, 0.76809, 3.45770], [-0.06317, -1.61340, -1.50549], [-0.68949, -2.70621, -0.75440], [-0.52464, -1.53389, -3.05368], [-1.68735, -2.22785, -3.47721], [-2.88948, -1.29187, -3.55159], [-3.41782, -0.89091, -2.16981], [-4.25770, -2.00480, -1.55240], [-3.66322, -2.90342, -1.41533], [-4.62865, -1.69790, -0.57741], [-5.10967, -2.23958, -2.18829], [-4.22956, 0.39873, -2.26526], [-3.61465, 1.21401, -2.64098], [-4.60804, 0.68212, -1.28590], [-5.07613, 0.26531, -2.93625], [-2.55828, -0.70821, -1.51360], [-3.68031, -1.78342, -4.12170], [-2.58267, -0.39782, -4.09941], [-1.45538, -2.62993, -4.46836], [-1.88239, -3.05655, -2.78910], [-0.28826, 0.05700, -0.84152], [-0.37325, 0.21318, 0.53558], [-0.46639, 1.46557, 1.09841], [-0.46814, 2.62159, 0.29867], [-0.52765, 3.87323, 0.85094], [-0.67791, 4.03204, 2.27642], [0.13478, 3.52755, 2.80366], [-0.63309, 5.08888, 2.52906], [-1.63191, 3.63066, 2.63762], [-0.73601, 5.02622, 0.00833], [0.12028, 5.18390, -0.65334], [-1.63749, 4.92129, -0.60472], [-0.84831, 5.91283, 0.62731], [-0.38613, 2.44609, -1.09305], [-0.29081, 1.18829, -1.64722], [-0.24300, 1.07732, -2.72182], [-0.39159, 3.29833, -1.75250], [-0.54313, 1.54163, 2.17012], [-0.37624, -0.67060, 1.15570]], "atomic_forces_ev_per_a": [[0.03, 0.05, 0.06], [0.10, -0.12, -0.09], [0.41, 0.03, 0.13], [-0.79, -0.34, 0.40], [0.11, 0.14, 0.21], [-0.03, 0.01, -0.12], [0.01, -0.03, 0.21], [0.05, 0.07, 0.08], [-0.02, 0.07, -0.07], [0.13, 0.42, -0.21], [-0.11, 0.10, 0.06], [0.11, 0.07, -0.08], [-0.07, -0.16, 0.00], [-0.09, 0.14, -0.29], [0.11, -0.13, 0.46], [-0.09, -0.02, 0.01], [0.02, 0.07, 0.00], [0.06, -0.08, -0.04], [-0.19, -0.35, -0.34], [0.08, 0.19, 0.06], [0.04, -0.02, -0.01], [0.00, 0.07, -0.07], [-0.05, 0.01, 0.01], [0.55, 0.48, -1.09], [-0.17, -0.26, 0.54], [0.59, 0.42, 0.72], [-0.76, -0.32, -0.41], [0.38, -0.07, 0.32], [-0.16, 0.04, -0.12], [0.28, 0.14, -0.02], [0.02, -0.17, 0.06], [-0.07, -0.03, 0.13], [-0.13, -0.03, -0.07], [0.24, -0.18, 0.11], [0.03, 0.13, -0.06], [-0.09, 0.08, 0.09], [-0.14, 0.02, -0.09], [-0.22, 0.03, -0.06], [-0.08, 0.01, -0.08], [-0.01, 0.01, -0.11], [-0.01, 0.01, 0.15], [0.03, 0.03, -0.16], [0.06, -0.74, -0.34], [-0.08, 0.03, -0.08], [-0.05, 0.03, 0.18], [0.10, -0.09, -0.06], [-0.03, 0.18, 0.09], [-0.01, -0.13, 0.10], [-0.04, 0.01, 0.08], [0.01, -0.04, -0.02], [0.02, -0.01, 0.07], [0.05, -0.02, -0.18], [-0.06, 0.06, -0.06], [0.01, 0.04, -0.04], [0.02, -0.04, -0.01], [0.02, 0.25, -0.09], [-0.05, -0.15, 0.03], [-0.04, 0.04, -0.13], [-0.01, 0.10, -0.03], [-0.01, 0.04, 0.12], [0.01, -0.06, 0.17]]}

---

We obtain HOMO values of -8.28, -7.83 eV for the records listed above, in that order.
We obtain energy relative to the best compared isomer or geometry (same formula, charge and spin) values of 0.5984, 0.2499 eV for the records listed above, in that order.